# 1
Molecular formula: C39H57BClF10LiMg2NO21P2
Method: DFT, the ωB97M-V functional and the def2-TZVPD basis

Calculated values
E_tot: -5728.75241 Ha

The geometry in ORCA input format:
```
! wB97M-V def2-TZVPD RIJCOSX def2/J DEFGRID3
* xyz 1 1
C 0.657 -0.639 6.973
C -0.553 -0.842 6.043
O -1.423 -1.585 6.245
O -0.526 -0.058 4.833
C -0.145 -0.977 3.839
O 1.014 -1.160 3.694
C -1.177 -1.759 2.996
C -1.349 -1.198 1.536
O -0.139 -1.340 0.810
C 0.648 -0.160 0.817
C 2.134 -0.520 0.576
C 2.283 -1.228 -0.840
C 3.011 0.782 0.491
C 2.609 1.860 1.559
C 4.506 0.342 0.822
C -2.128 0.163 1.497
O -2.086 1.054 2.604
C -2.172 0.961 0.125
C -1.267 2.283 0.303
C -2.173 3.492 0.633
C -1.296 4.673 1.038
O -1.425 5.327 1.980
O -0.234 4.995 0.103
N -3.536 -0.354 1.609
C -3.619 -1.245 0.477
O -4.369 -1.256 -0.416
C -2.366 -2.180 0.754
C -3.063 -3.292 1.625
C -4.261 -4.054 0.865
C -4.195 -5.663 1.022
C -3.975 -6.114 2.543
O -4.353 -5.463 3.432
O -3.298 -7.345 2.854
C -1.880 -2.684 -0.668
P -0.752 -4.176 -0.613
O 0.382 -3.894 -1.517
O -1.471 -5.564 -1.166
O -0.074 -4.393 0.903
H 1.522 -0.305 6.362
H 0.381 0.175 7.678
H 0.887 -1.555 7.550
H -2.157 -1.638 3.512
H -0.842 -2.815 3.000
H 0.488 0.488 1.703
H 0.346 0.413 -0.111
H 2.456 -1.196 1.394
H 3.081 -0.759 -1.456
H 1.334 -1.244 -1.412
H 2.564 -2.289 -0.670
H 2.987 1.223 -0.529
H 1.711 2.424 1.215
H 3.465 2.541 1.740
H 2.312 1.316 2.484
H 4.572 -0.766 0.859
H 5.091 0.723 -0.038
H 4.758 0.794 1.799
H -1.165 1.268 2.821
H -1.751 0.365 -0.717
H -3.176 1.352 -0.119
H -0.774 2.610 -0.692
H -0.461 2.149 1.048
H -2.900 3.284 1.446
H -2.787 3.812 -0.239
H 0.433 4.291 0.187
H -4.252 0.374 1.574
H -2.276 -4.006 2.020
H -3.528 -2.860 2.536
H -5.208 -3.777 1.380
H -4.390 -3.755 -0.190
H -3.507 -6.145 0.288
H -5.221 -6.015 0.764
H -2.339 -7.183 2.686
H -2.739 -3.022 -1.296
H -1.421 -1.856 -1.246
H -1.404 -6.248 -0.471
H 0.881 -4.534 0.770
Mg 0.157 2.679 -2.029
C 6.920 3.056 -2.012
C 5.582 3.203 -2.717
C 5.176 4.620 -3.021
O 3.744 4.509 -3.061
C 3.400 3.481 -2.256
O 2.284 3.221 -1.921
O 4.504 2.770 -1.875
H 7.036 2.033 -1.627
H 7.747 3.275 -2.689
H 6.996 3.718 -1.148
H 5.568 2.580 -3.623
H 5.566 4.979 -3.971
H 5.445 5.328 -2.233
F -1.118 -8.216 0.436
C -0.045 -9.028 0.191
C 0.911 -9.193 1.173
C 1.996 -10.022 0.925
C 2.114 -10.661 -0.302
C 1.144 -10.479 -1.280
C 0.053 -9.659 -1.030
H 0.805 -8.680 2.121
H 2.750 -10.168 1.688
H 2.963 -11.304 -0.496
H 1.238 -10.974 -2.237
H -0.718 -9.511 -1.776
C 1.526 8.112 0.730
C 2.711 8.280 -0.200
C 3.872 8.349 0.778
O 3.502 7.553 1.912
C 2.108 7.233 1.823
H 0.654 7.673 0.252
H 1.238 9.082 1.144
H 2.811 7.397 -0.836
H 2.644 9.157 -0.843
H 4.040 9.374 1.125
H 4.804 7.970 0.353
H 2.022 6.169 1.564
H 1.632 7.394 2.791
F -3.812 -5.089 5.239
F -2.403 1.532 -3.927
P -3.539 0.374 -3.709
F -5.117 0.660 -3.476
F -2.283 -0.573 -3.191
F -3.780 0.837 -5.235
F -3.605 0.915 -2.154
F -3.977 -1.119 -4.190
Mg 6.292 0.468 -2.225
Cl 0.802 5.797 -1.596
B -4.546 3.748 -6.151
O -4.311 5.142 -5.673
C -3.853 5.847 -6.681
O -3.561 7.008 -6.632
C -3.754 4.954 -7.906
O -3.371 5.292 -8.990
O -4.156 3.746 -7.589
F -5.893 3.415 -6.017
F -3.747 2.856 -5.433
Li -2.077 -5.530 1.704
*
```

# 2
Molecular formula: C4H6O2
Method: DFT, the ωB97M-V functional and the def2-TZVPD basis

Calculated values
E_tot: -306.37623 Ha
Energy above the lowest of the compared OMol25 structures with the same formula, charge and spin: 81.6 kcal per mole

The geometry in ORCA input format:
```
! wB97M-V def2-TZVPD RIJCOSX def2/J DEFGRID3
* xyz 0 1
C -0.657 -1.099 -0.250
C 0.592 -1.034 0.265
C -0.942 0.411 -0.443
C 0.816 0.428 0.382
O -1.960 0.926 0.234
O 1.984 0.985 -0.147
H -1.253 -1.988 -0.460
H 1.238 -1.782 0.492
H -0.962 0.728 -1.559
H 0.787 0.984 1.397
H -1.654 0.741 1.146
H 2.012 0.699 -1.057
*
```

# 3
Molecular formula: C29H40BrNO26
Method: DFT, the ωB97M-V functional and the def2-TZVPD basis

Calculated values
E_tot: -5714.03948 Ha

The geometry in ORCA input format:
```
! wB97M-V def2-TZVPD RIJCOSX def2/J DEFGRID3
* xyz 0 1
O -3.119 -4.070 -1.027
C -2.724 -3.449 -2.079
O -3.607 -3.221 -3.103
C -1.210 -2.982 -2.248
C -0.706 -2.381 -3.643
N 0.734 -2.032 -3.288
C 0.965 -1.968 -1.780
C -0.582 -1.888 -1.254
Br -1.009 0.043 -1.660
H -0.605 -3.929 -1.992
H -1.318 -1.532 -4.127
H -0.872 -3.239 -4.376
H 1.217 -2.910 -3.552
H 1.198 -1.290 -3.856
H 1.528 -1.032 -1.412
H 1.325 -2.983 -1.372
H -0.770 -1.949 -0.134
C -2.899 1.156 1.691
C -2.773 1.698 3.081
O -1.900 0.765 3.712
C -1.177 0.168 2.728
O -0.232 -0.548 2.919
O -1.660 0.487 1.495
H -3.037 1.943 0.948
H -3.712 0.430 1.595
H -2.307 2.690 3.102
H -3.733 1.744 3.599
C 1.405 3.209 1.053
C 0.662 3.639 -0.173
O -0.689 3.687 0.271
C -0.659 3.860 1.618
O -1.624 4.107 2.293
O 0.599 3.717 2.108
H 2.412 3.625 1.097
H 1.466 2.121 1.146
H 0.957 4.635 -0.514
H 0.776 2.934 -0.997
C 5.821 0.654 -0.795
C 5.034 -0.509 -1.312
O 3.729 0.036 -1.474
C 3.871 1.383 -1.621
O 2.986 2.125 -1.943
O 5.145 1.776 -1.355
H 6.856 0.629 -1.114
H 5.788 0.731 0.296
H 5.395 -0.860 -2.283
H 5.022 -1.347 -0.614
C -6.183 -2.841 -0.051
C -7.430 -3.669 -0.017
O -7.812 -3.614 1.353
C -7.263 -2.485 1.878
O -7.523 -2.049 2.965
O -6.383 -1.916 1.014
H -6.054 -2.319 -1.001
H -5.284 -3.428 0.155
H -8.233 -3.242 -0.625
H -7.255 -4.698 -0.332
C 4.055 -0.482 -7.359
C 2.811 -1.317 -7.337
O 2.422 -1.274 -5.970
C 2.964 -0.145 -5.434
O 2.696 0.283 -4.345
O 3.845 0.434 -6.290
H 4.186 0.047 -8.303
H 4.956 -1.066 -7.151
H 2.009 -0.890 -7.946
H 2.992 -2.343 -7.659
C 10.888 0.006 -2.268
C 10.648 1.141 -1.320
O 9.304 0.934 -0.907
C 9.029 -0.386 -1.085
O 8.039 -0.931 -0.681
O 10.019 -1.008 -1.779
H 11.924 -0.333 -2.260
H 10.602 0.250 -3.295
H 11.299 1.099 -0.442
H 10.762 2.115 -1.798
C -6.049 -4.041 5.492
C -7.000 -5.174 5.254
O -6.227 -6.317 5.596
C -5.250 -5.901 6.448
O -4.528 -6.636 7.058
O -5.202 -4.542 6.518
H -6.556 -3.132 5.817
H -5.441 -3.813 4.611
H -7.875 -5.130 5.909
H -7.335 -5.226 4.217
C -2.037 6.817 3.710
C -3.267 6.766 4.564
O -3.338 8.079 5.103
C -2.658 8.899 4.254
O -2.662 10.094 4.321
O -1.974 8.183 3.319
H -2.107 6.167 2.839
H -1.129 6.567 4.268
H -4.173 6.573 3.982
H -3.192 6.023 5.359
*
```

# 4
Molecular formula: Cl3H3Si2
Method: DFT, the ωB97M-V functional and the def2-TZVPD basis

Calculated values
E_tot: -1961.38333 Ha
Energy above the lowest of the compared OMol25 structures with the same formula, charge and spin: 61.8 kcal per mole

The geometry in ORCA input format:
```
! wB97M-V def2-TZVPD RIJCOSX def2/J DEFGRID3
* xyz 0 1
Si -0.076 -1.127 -0.231
Si 0.942 2.088 0.484
Cl 0.628 -1.532 -2.076
Cl 2.992 1.989 1.033
Cl -0.015 2.671 2.150
H -1.380 -1.661 -0.416
H 0.453 -1.415 1.169
H 1.084 3.254 -0.334
*
```

# 5
Molecular formula: C2H2NO3S
Method: DFT, the ωB97M-V functional and the def2-TZVPD basis

Calculated values
E_tot: -756.02256 Ha
Energy above the lowest of the compared OMol25 structures with the same formula, charge and spin: 73.7 kcal per mole

The geometry in ORCA input format:
```
! wB97M-V def2-TZVPD RIJCOSX def2/J DEFGRID3
* xyz -1 1
C 1.080 -1.144 0.180
C 0.003 -0.163 0.393
N 0.531 -1.200 1.321
O 3.311 -2.425 -1.678
O 1.864 -0.800 -2.835
O 1.006 -3.053 -2.297
S 1.967 -2.002 -2.033
H 0.231 0.877 0.614
H -0.982 -0.331 -0.038
*
```

# 6
Molecular formula: C3H9N4
Method: DFT, the ωB97M-V functional and the def2-TZVPD basis

Calculated values
E_tot: -338.36479 Ha
Energy above the lowest of the compared OMol25 structures with the same formula, charge and spin: 97.9 kcal per mole

The geometry in ORCA input format:
```
! wB97M-V def2-TZVPD RIJCOSX def2/J DEFGRID3
* xyz 1 1
C 1.236 0.916 -0.732
C 0.296 1.718 -2.794
C -1.021 -0.804 1.311
N 0.951 1.092 -1.958
N 0.848 0.027 0.126
N -0.225 -1.667 2.320
N -0.314 -0.682 0.055
H 2.202 1.086 -0.373
H -0.543 2.460 -2.653
H 0.458 1.476 -3.890
H -1.159 0.183 1.608
H -1.964 -1.368 0.916
H 1.313 -0.327 0.943
H -0.673 -2.583 2.567
H -0.441 -1.169 3.201
H -0.963 -0.358 -0.647
*
```

# 7
Molecular formula: C2H3N3O2
Method: DFT, the ωB97M-V functional and the def2-TZVPD basis

Calculated values
E_tot: -392.66349 Ha
Energy above the lowest of the compared OMol25 structures with the same formula, charge and spin: 81.6 kcal per mole

The geometry in ORCA input format:
```
! wB97M-V def2-TZVPD RIJCOSX def2/J DEFGRID3
* xyz 0 1
N 1.848 -0.569 0.197
C 0.579 -0.123 -0.024
N 0.655 1.372 -0.159
O -0.415 1.901 -0.188
C -3.068 0.705 -0.486
O -3.292 0.629 0.627
N -0.532 -0.720 -0.111
H 2.061 -1.550 0.117
H 2.600 0.085 0.041
H -0.436 -1.730 -0.013
*
```

# 8
Molecular formula: C2H2FOP
Method: DFT, the ωB97M-V functional and the def2-TZVPD basis

Calculated values
E_tot: -593.64860 Ha
Energy above the lowest of the compared OMol25 structures with the same formula, charge and spin: 119.4 kcal per mole

The geometry in ORCA input format:
```
! wB97M-V def2-TZVPD RIJCOSX def2/J DEFGRID3
* xyz 0 1
C -0.056 -0.081 0.409
C -0.796 1.001 -0.076
O -0.622 2.206 -0.206
F -2.040 0.478 -0.526
P 0.838 -0.939 1.503
H 1.348 -0.733 -1.838
H 1.328 -1.931 0.734
*
```

# 9
Molecular formula: C5H5NO
Method: DFT, the ωB97M-V functional and the def2-TZVPD basis

Calculated values
E_tot: -323.41546 Ha
Energy above the lowest of the compared OMol25 structures with the same formula, charge and spin: 65.4 kcal per mole

The geometry in ORCA input format:
```
! wB97M-V def2-TZVPD RIJCOSX def2/J DEFGRID3
* xyz 0 1
O 2.197 -0.435 0.887
C 1.210 -0.386 1.592
C -0.157 -0.410 1.056
C -1.158 0.381 -1.039
C -0.457 -0.669 -0.228
C 0.195 0.728 -1.596
N 1.264 1.016 -1.936
H 1.288 -0.148 2.670
H -0.943 0.041 1.651
H -1.483 1.265 -0.477
H -1.941 0.068 -1.743
H -0.015 -1.450 -0.838
*
```

# 10
Molecular formula: C5H8O2
Method: DFT, the ωB97M-V functional and the def2-TZVPD basis

Calculated values
E_tot: -345.75847 Ha
Energy above the lowest of the compared OMol25 structures with the same formula, charge and spin: 29.2 kcal per mole

The geometry in ORCA input format:
```
! wB97M-V def2-TZVPD RIJCOSX def2/J DEFGRID3
* xyz 0 1
O -0.569 -0.765 -2.427
C 0.059 -0.369 -1.480
O 0.622 0.874 -1.536
C 0.272 -1.004 -0.162
C -0.622 -0.419 0.989
C 0.228 0.569 1.764
C -0.051 0.901 3.014
H 0.404 1.147 -2.444
H 1.314 -0.836 0.124
H 0.274 -2.088 -0.120
H -0.856 -1.311 1.562
H -1.521 0.053 0.590
H 0.834 1.205 1.122
H -1.079 0.778 3.355
H 0.570 1.422 3.726
*
```

# 11
Molecular formula: C28H45N2O3P3W
Method: DFT, the ωB97M-V functional and the def2-TZVPD basis

Calculated values
E_tot: -2518.72745 Ha
Energy above the lowest of the compared OMol25 structures with the same formula, charge and spin: 25.8 kcal per mole
Expectation value of S²: 2.0546

The geometry in ORCA input format:
```
! wB97M-V def2-TZVPD RIJCOSX def2/J DEFGRID3
* xyz 4 3
P -1.117 -2.386 -0.251
C -0.913 -3.582 1.073
H -1.475 -4.464 0.742
H -1.396 -3.167 1.961
H 0.128 -3.862 1.262
C -2.872 -2.597 -0.539
H -3.162 -2.195 -1.508
H -3.352 -2.078 0.294
H -3.037 -3.675 -0.493
C -0.455 -3.390 -1.625
H -1.045 -4.301 -1.621
H 0.594 -3.617 -1.441
H -0.597 -2.845 -2.557
P 2.463 0.729 -1.535
C 3.890 0.185 -0.556
H 4.840 0.553 -0.966
H 3.932 -0.906 -0.501
H 3.742 0.564 0.458
C 2.594 -0.035 -3.199
H 1.809 0.343 -3.866
H 2.455 -1.116 -3.081
H 3.582 0.167 -3.639
C 2.554 2.540 -1.694
H 3.433 2.823 -2.282
H 2.626 2.957 -0.685
H 1.639 2.903 -2.175
P -1.341 2.008 1.179
C -0.800 2.372 2.830
H -1.547 3.033 3.246
H 0.152 2.877 2.845
H -0.750 1.473 3.426
C -1.496 3.691 0.494
H -1.989 4.277 1.272
H -2.090 3.709 -0.419
H -0.488 4.075 0.315
C -3.018 1.492 1.537
H -3.473 2.346 2.039
H -2.890 0.640 2.204
H -3.519 1.235 0.604
W -0.168 0.300 -0.848
C 1.082 -1.283 -0.749
O 1.809 -2.194 -0.437
C 0.902 1.201 0.702
O 1.593 1.533 1.608
C -1.264 2.152 -2.310
C -2.435 1.598 -1.787
C -2.765 0.270 -2.092
C -1.869 -0.550 -2.785
C -0.689 0.009 -3.312
C -0.328 1.347 -3.014
H -1.084 3.234 -2.256
H -3.091 2.172 -1.158
H -3.748 -0.116 -1.784
H -2.067 -1.594 -2.959
H -0.104 -0.573 -4.038
H 0.562 1.793 -3.418
C 1.399 -2.108 7.068
N 1.307 -2.077 5.565
N 0.400 -1.205 5.000
C 0.394 -1.413 3.594
O -0.484 -0.862 2.869
C 1.333 -2.469 3.327
C 1.748 -2.926 4.613
C 2.521 -4.184 4.956
C 0.291 0.127 5.508
C 1.316 1.073 5.327
C 1.183 2.339 5.975
C 0.009 2.586 6.695
C -1.038 1.662 6.827
C -0.907 0.416 6.160
H 1.043 -3.026 7.547
H 0.803 -1.290 7.490
H 2.413 -2.020 7.478
H 1.545 -2.524 2.231
H 3.437 -3.950 5.523
H 1.910 -4.858 5.584
H 2.804 -4.760 4.070
H 2.160 0.854 4.689
H 1.939 3.112 5.811
H -0.116 3.568 7.166
H -1.983 1.883 7.317
H -1.669 -0.344 6.087
*
```

# 12
Molecular formula: C28H22N4OPdS2Si
Method: DFT, the ωB97M-V functional and the def2-TZVPD basis

Calculated values
E_tot: -2588.22876 Ha
Expectation value of S²: 2.0172

The geometry in ORCA input format:
```
! wB97M-V def2-TZVPD RIJCOSX def2/J DEFGRID3
* xyz -2 3
Pd -0.528 1.151 -1.195
C 3.495 -0.523 -2.010
Si 2.382 1.034 -1.849
C 1.307 1.019 -3.444
C 3.472 2.617 -1.992
N 1.414 1.015 -0.443
C 1.791 0.989 0.842
C 3.137 1.022 1.250
C 3.505 0.931 2.574
C 2.545 0.761 3.557
C 1.199 0.744 3.202
C 0.819 0.915 1.887
O -0.477 0.903 1.420
C -1.615 1.100 2.119
C -2.762 0.622 1.470
C -4.000 0.720 2.060
C -4.121 1.308 3.312
C -3.004 1.847 3.924
C -1.753 1.763 3.334
H 3.971 -0.580 -2.983
H 2.887 -1.410 -1.880
H 4.270 -0.546 -1.253
H 1.919 1.044 -4.343
H 0.638 1.887 -3.475
H 0.696 0.113 -3.480
H 3.971 2.680 -2.954
H 4.230 2.654 -1.218
H 2.849 3.499 -1.879
H 3.887 1.117 0.481
H 4.557 0.983 2.836
H 2.835 0.646 4.593
H 0.456 0.580 3.970
H -2.631 0.184 0.482
H -4.870 0.339 1.544
H -5.086 1.367 3.794
H -3.090 2.338 4.885
H -0.907 2.245 3.797
S -2.576 1.330 -2.206
C -3.133 2.770 -1.413
C -4.494 2.996 -1.449
N -5.644 3.147 -1.506
C -2.228 3.743 -0.906
S -0.515 3.514 -0.957
C -2.669 4.963 -0.431
N -3.003 6.004 -0.039
N 0.115 -8.764 -0.754
C 0.007 -7.611 -0.828
C -0.113 -6.230 -0.918
C 0.744 -5.489 -1.763
C 0.635 -4.127 -1.838
C -0.328 -3.431 -1.081
C -1.187 -4.174 -0.249
C -1.088 -5.536 -0.164
C -0.436 -2.032 -1.156
C -0.571 -0.827 -1.252
H 1.488 -6.019 -2.347
H 1.295 -3.562 -2.484
H -1.933 -3.642 0.328
H -1.754 -6.100 0.479
*
```